{"formula": "C2H4BrCl", "method": "the ωB97M-V functional and the def2-TZVPD basis", "lumo_ev": 0.717, "homo_energy_ha": -0.384, "e_above_lowest_kcal_mol": 11.1, "homo_lumo_gap_ev": 11.2, "symbols": ["Cl", "C", "C", "Br", "H", "H", "H", "H"], "positions_angstrom": [[-2.12, 0.02, -0.07], [-0.43, 0.62, 0.02], [0.44, -0.67, 0.21], [2.30, 0.04, -0.04], [-0.23, 1.10, -0.92], [-0.41, 1.39, 0.84], [0.08, -1.32, -0.69], [0.50, -1.21, 1.18]], "mulliken_charge": [-0.204, -0.461, -0.516, -0.175, 0.342, 0.338, 0.321, 0.355]}